[1]
128
Properties=species:S:1:pos:R:3 method="wB97M-V/def2-TZVPD" charge=+1 e_tot_ha=-6077.9784 homo_lumo_gap_ev=7.9
C 2.724 2.303 -1.785
C 1.337 2.129 -2.443
C 0.876 0.661 -2.546
C -0.592 0.292 -2.362
Cl -1.447 1.543 -3.438
N -1.135 0.524 -0.982
C -0.270 1.122 0.089
C -0.257 2.628 0.482
C -1.335 3.638 0.102
F -0.844 4.869 0.118
F -1.873 3.422 -1.098
F -2.358 3.577 0.982
C -1.810 -0.549 -0.373
N -2.755 -0.296 0.497
C -3.258 1.076 0.750
C -4.116 1.634 -0.377
C -3.293 -1.318 1.414
C -4.821 -1.665 1.244
N -5.253 -1.697 -0.134
N -5.580 -0.653 1.983
N -5.080 -2.983 1.811
N -1.403 -1.837 -0.547
C -0.672 -2.281 -1.746
C 0.771 -2.566 -1.277
O 1.309 -1.452 -0.582
O 2.213 -2.023 0.389
C -1.262 -3.714 -2.010
C -0.387 -4.816 -2.578
O 0.370 -5.392 -1.940
Br -0.726 -5.408 -4.375
C -0.915 -1.214 -2.910
C -2.410 -1.296 -3.456
C -2.785 -2.230 -4.592
F -3.309 -1.574 -2.387
P 0.095 -1.837 -4.443
C -0.076 -0.470 -5.659
C 1.925 -1.866 -4.085
C 2.742 -1.527 -5.342
H 3.131 1.369 -1.387
H 3.461 2.673 -2.504
H 2.709 3.032 -0.968
H 0.595 2.754 -1.956
H 1.386 2.526 -3.463
H 1.099 0.343 -3.564
H 1.494 0.036 -1.901
H 0.773 0.839 -0.087
H -0.543 0.582 1.003
H 0.675 3.088 0.151
H -0.215 2.647 1.579
H -2.414 1.717 0.980
H -3.849 0.992 1.668
H -5.114 1.190 -0.365
H -4.240 2.711 -0.214
H -3.650 1.514 -1.359
H -2.707 -2.233 1.375
H -3.177 -0.891 2.419
H -4.794 -1.005 -0.711
H -5.102 -2.604 -0.558
H -6.046 -1.080 2.777
H -6.323 -0.318 1.376
H -4.477 -3.684 1.388
H -4.858 -2.993 2.804
H -1.080 -2.280 0.304
H 0.737 -3.417 -0.586
H 1.428 -2.858 -2.094
H 2.152 -1.372 1.106
H -1.451 -4.099 -0.999
H -2.218 -3.688 -2.518
H -2.690 -0.301 -3.770
H -2.479 -1.810 -5.555
H -3.883 -2.257 -4.596
H -2.414 -3.248 -4.511
H -1.097 -0.092 -5.678
H 0.614 0.364 -5.518
H 0.128 -0.929 -6.634
H 2.135 -2.912 -3.827
H 2.256 -1.263 -3.240
H 2.317 -1.996 -6.239
H 3.757 -1.918 -5.234
H 2.793 -0.451 -5.527
C -1.353 1.031 6.581
O -1.705 2.242 5.945
C -1.704 2.207 4.531
C -3.103 2.339 3.971
N -3.894 1.147 4.237
C -5.306 1.253 3.880
C -6.156 2.288 4.607
O -6.352 2.006 5.975
C -5.356 2.486 6.856
H -1.248 1.246 7.642
H -2.114 0.253 6.453
H -0.398 0.648 6.205
H -1.236 1.280 4.175
H -1.104 3.053 4.178
H -3.036 2.467 2.888
H -3.536 3.262 4.381
H -3.820 0.911 5.219
H -5.763 0.275 4.045
H -5.372 1.456 2.804
H -7.149 2.269 4.150
H -5.764 3.305 4.484
H -4.926 3.427 6.498
H -4.545 1.766 7.006
H -5.831 2.664 7.819
C 9.859 1.439 0.052
O 9.588 0.099 -0.303
C 9.266 -0.756 0.785
C 7.827 -1.215 0.703
N 6.909 -0.108 0.928
C 5.510 -0.411 0.677
C 5.086 -0.804 -0.733
O 5.189 0.242 -1.682
C 6.463 0.408 -2.281
H 10.236 1.935 -0.840
H 8.967 1.971 0.401
H 10.622 1.497 0.834
H 9.454 -0.248 1.736
H 9.918 -1.631 0.730
H 7.656 -1.978 1.468
H 7.692 -1.694 -0.277
H 7.190 0.677 0.353
H 4.927 0.473 0.960
H 5.212 -1.222 1.353
H 4.027 -1.061 -0.685
H 5.622 -1.692 -1.091
H 6.981 -0.549 -2.384
H 7.104 1.090 -1.717
H 6.305 0.831 -3.273

[2]
130
Properties=species:S:1:pos:R:3 method="wB97M-V/def2-TZVPD" charge=+1 relative_energy_kcal_mol=38.3 spin_multiplicity=2 e_tot_ha=-7348.4795 homo_lumo_gap_ev="7.7 / 6.7"
Y -0.780 -0.033 -0.019
C 0.557 -2.560 4.666
C 1.731 -1.638 4.414
C 3.057 -2.366 4.419
O 1.555 -1.070 3.077
P 1.226 0.427 2.779
O 1.092 0.636 1.310
C -0.318 0.840 3.623
P -1.197 2.136 2.731
O -1.263 1.807 1.280
O -2.646 2.274 3.277
C -3.194 2.347 4.633
C -3.384 0.946 5.174
C -2.371 3.244 5.534
O -0.357 3.414 3.070
C -0.302 4.638 2.258
C -1.694 5.111 1.886
C 0.602 4.417 1.061
O 2.261 1.342 3.515
C 3.706 1.283 3.241
C 4.038 2.378 2.252
C 4.404 1.447 4.571
H 0.677 -3.061 5.627
H 0.505 -3.313 3.880
H -0.388 -2.015 4.682
H 1.746 -0.815 5.136
H 3.041 -3.162 3.673
H 3.234 -2.811 5.398
H 3.881 -1.691 4.193
H -0.141 1.101 4.665
H -0.960 -0.046 3.589
H -4.167 2.803 4.454
H -2.429 0.497 5.454
H -3.876 0.316 4.434
H -4.005 0.984 6.068
H -1.384 2.823 5.730
H -2.883 3.348 6.490
H -2.247 4.236 5.102
H 0.160 5.349 2.943
H -2.187 4.386 1.237
H -1.625 6.058 1.351
H -2.311 5.264 2.771
H 0.145 3.727 0.352
H 1.562 4.010 1.381
H 0.781 5.367 0.557
H 3.921 0.304 2.808
H 3.788 3.352 2.674
H 3.493 2.235 1.319
H 5.105 2.362 2.029
H 4.147 2.409 5.014
H 5.484 1.409 4.426
H 4.122 0.656 5.266
C -5.326 -3.366 -3.619
C -4.536 -3.927 -2.470
C -5.051 -4.890 -1.613
C -4.293 -5.355 -0.554
C -3.029 -4.814 -0.396
Br -1.957 -5.383 1.067
N -2.503 -3.906 -1.186
C -3.248 -3.484 -2.206
H -6.243 -3.931 -3.780
H -4.749 -3.390 -4.544
H -5.603 -2.329 -3.424
H -6.050 -5.278 -1.772
H -4.665 -6.101 0.132
H -2.789 -2.735 -2.847
C 0.254 -2.120 0.360
H -0.284 -2.402 1.284
H 1.315 -2.109 0.612
H 0.063 -2.947 -0.327
C 0.939 2.681 -3.531
Si 2.274 1.468 -2.998
C 3.432 1.309 -4.473
C 3.161 2.217 -1.519
Si 1.604 -0.711 -2.363
Si 3.489 -1.729 -1.369
C 5.005 -1.437 -2.450
C 3.890 -0.979 0.319
C 3.252 -3.585 -1.208
Si 0.882 -2.190 -4.061
C 2.413 -2.542 -5.096
C -0.415 -1.469 -5.226
C 0.220 -3.784 -3.329
H 1.436 3.579 -3.910
H 0.290 2.988 -2.711
H 0.318 2.289 -4.337
H 3.863 2.287 -4.705
H 2.874 0.980 -5.353
H 4.250 0.610 -4.307
H 3.455 3.249 -1.724
H 4.060 1.654 -1.260
H 2.498 2.215 -0.650
H 5.317 -0.391 -2.437
H 4.855 -1.736 -3.488
H 5.833 -2.029 -2.050
H 4.956 -0.743 0.377
H 3.650 -1.681 1.120
H 3.319 -0.067 0.484
H 3.225 -4.060 -2.190
H 2.337 -3.839 -0.674
H 4.097 -4.016 -0.663
H 2.851 -1.633 -5.512
H 2.151 -3.201 -5.928
H 3.176 -3.049 -4.504
H -0.178 -0.449 -5.538
H -1.423 -1.485 -4.803
H -0.440 -2.092 -6.124
H 1.031 -4.475 -3.095
H -0.435 -4.282 -4.049
H -0.357 -3.622 -2.418
F -2.419 -0.736 1.521
P -3.925 -0.685 0.672
F -5.199 -0.627 -0.252
F -3.965 -2.259 0.767
F -4.681 -0.514 2.048
F -3.712 0.902 0.551
F -2.919 -0.822 -0.697
N -3.816 3.230 -4.799
C -3.104 2.619 -3.825
C -2.951 3.198 -2.556
C -2.210 2.549 -1.602
N -1.583 1.380 -1.813
C -1.734 0.830 -3.029
C -2.468 1.387 -4.042
H -4.362 4.046 -4.590
H -4.015 2.750 -5.658
H -3.426 4.140 -2.320
H -2.111 2.963 -0.608
H -1.228 -0.114 -3.192
H -2.543 0.882 -4.996

[3]
129
Properties=species:S:1:pos:R:3 method="wB97M-V/def2-TZVPD" charge=+1 e_tot_ha=-3576.0713 homo_lumo_gap_ev=8.2
C 2.844 1.326 3.699
C 2.958 0.107 2.797
O 1.966 0.200 1.728
P 0.651 -0.644 2.105
O 0.295 -0.547 3.527
C -0.738 0.014 1.124
C -1.015 1.427 1.646
N -2.199 2.092 1.064
N -2.108 3.527 1.161
C -1.899 3.956 2.363
C -2.719 3.565 3.563
C -0.745 4.927 2.539
C -2.330 1.867 -0.313
N -3.568 1.495 -0.784
C -3.871 0.044 -0.664
C -5.153 -0.174 0.198
C -5.324 0.846 1.326
C -6.499 0.414 2.231
S -6.485 1.478 3.687
O -5.515 1.036 4.640
O -6.209 2.813 3.212
O -7.949 1.482 4.320
N -1.313 2.040 -1.084
C -1.238 1.829 -2.535
O -0.205 0.922 -2.803
C 1.077 1.494 -2.658
O 1.968 0.496 -3.002
C 3.140 1.009 -3.648
C 3.914 2.027 -2.830
O 4.502 1.436 -1.696
O 0.997 -2.181 1.765
C 0.173 -2.796 0.761
C 0.600 -2.409 -0.673
H 3.175 2.202 3.136
H 1.813 1.516 3.997
H 3.440 1.189 4.601
H 2.887 -0.834 3.342
H 3.936 0.106 2.316
H -1.592 -0.627 1.341
H -0.442 -0.036 0.074
H -1.108 1.343 2.728
H -0.138 2.049 1.394
H -3.690 4.057 3.525
H -2.200 3.928 4.453
H -2.842 2.488 3.681
H -0.653 5.227 3.577
H 0.134 4.406 2.164
H -0.920 5.765 1.856
H -3.756 1.870 -1.704
H -3.036 -0.538 -0.288
H -4.128 -0.348 -1.649
H -5.171 -1.170 0.650
H -6.034 -0.101 -0.445
H -5.585 1.829 0.944
H -4.457 0.908 1.983
H -6.298 -0.589 2.614
H -7.468 0.450 1.736
H -8.111 2.411 4.569
H -0.463 2.355 -0.623
H -2.136 1.392 -2.956
H -0.970 2.793 -2.981
H 1.303 1.755 -1.604
H 1.219 2.415 -3.246
H 3.792 0.149 -3.797
H 2.851 1.423 -4.622
H 3.330 2.921 -2.574
H 4.734 2.379 -3.477
H 4.431 2.064 -0.954
H -0.901 -2.675 0.932
H 0.357 -3.867 0.847
H 1.328 -3.155 -1.000
H -0.227 -2.468 -1.383
H 1.134 -1.455 -0.689
O 0.093 2.687 8.685
C -0.400 1.634 8.383
O 0.379 0.666 7.870
C -0.070 -0.675 7.641
C -0.759 -0.797 6.298
C -1.891 1.408 8.485
H -0.691 -1.024 8.468
H 0.828 -1.291 7.647
H -1.656 -0.175 6.254
H -1.046 -1.830 6.102
H -0.092 -0.460 5.501
H -2.373 1.815 7.596
H -2.255 1.939 9.362
H -2.175 0.366 8.606
O 2.905 -4.095 -2.056
C 2.710 -3.837 -3.215
O 1.445 -3.734 -3.658
C 1.102 -3.252 -4.965
C 1.161 -4.353 -6.002
C 3.852 -3.715 -4.192
H 1.719 -2.393 -5.233
H 0.080 -2.884 -4.879
H 2.168 -4.755 -6.102
H 0.842 -3.984 -6.976
H 0.516 -5.182 -5.715
H 4.137 -4.711 -4.528
H 4.694 -3.259 -3.675
H 3.634 -3.090 -5.054
O 0.693 -6.416 -8.070
C -0.445 -6.783 -8.174
O -1.358 -5.946 -8.703
C -2.691 -6.341 -9.041
C -3.617 -6.259 -7.845
C -0.889 -8.125 -7.643
H -2.698 -7.327 -9.506
H -3.020 -5.636 -9.804
H -3.310 -6.940 -7.051
H -4.639 -6.505 -8.134
H -3.603 -5.252 -7.426
H -1.083 -8.037 -6.574
H -0.081 -8.836 -7.799
H -1.767 -8.531 -8.138
O 4.319 2.839 0.711
C 4.930 3.808 1.100
O 6.202 3.957 0.735
C 6.974 5.143 0.983
C 7.594 5.124 2.364
C 4.307 4.792 2.057
H 6.376 6.037 0.805
H 7.760 5.140 0.231
H 6.835 5.109 3.147
H 8.223 6.002 2.511
H 8.203 4.229 2.492
H 4.399 4.405 3.072
H 3.253 4.890 1.809
H 4.737 5.789 2.009